ORCA calculation (ωB97M-V/def2-TZVPD) on a molecular structure, C23H30AsNO2S2Tc.

XYZ file:
```
60
Properties=species:S:1:pos:R:3:forces:R:3
Tc -0.757228 -0.215225 0.058923 0.0691 -0.0593 -0.1877
S -1.607328 1.828821 -0.536378 -0.0256 0.0380 0.0413
C 0.104619 2.069817 -0.825385 0.0062 -0.0246 0.0351
N 0.841351 1.103776 -0.302954 -0.1575 0.1157 -0.0702
C 2.180260 1.234147 -0.643645 0.1680 0.0992 0.0066
C 3.225421 0.399555 -0.253406 -0.0185 0.0778 -0.0528
C 4.498072 0.723696 -0.677133 -0.0011 -0.0339 0.0193
C 4.735218 1.859234 -1.462333 0.0281 0.0194 -0.0102
C 3.708650 2.701187 -1.841610 -0.0272 -0.0386 -0.0122
C 2.421850 2.370578 -1.427508 -0.0107 -0.0993 0.0243
S 0.933722 3.228573 -1.753871 -0.0072 -0.0761 0.1107
H 3.042758 -0.463102 0.374831 -0.0054 -0.0061 0.0089
H 5.331708 0.097855 -0.389683 0.0030 -0.0019 -0.0029
H 5.745871 2.086663 -1.771921 0.0038 -0.0004 0.0028
H 3.900563 3.580028 -2.441350 0.0002 0.0109 0.0021
C 0.426773 -1.992604 3.633486 0.0395 0.0113 -0.0015
C -1.025517 -1.593232 3.411365 -0.0525 0.0083 0.0481
As -1.258719 0.118632 2.522747 0.0326 -0.0009 -0.0023
C -0.263461 1.477024 3.492470 -0.0592 -0.0103 0.0478
C 1.217171 1.577802 3.155021 0.0471 -0.0252 -0.0264
C -3.142451 0.576653 2.649437 -0.0119 -0.0099 0.0012
C -3.623207 0.666283 4.094855 0.0013 -0.0006 0.0249
H 0.471915 -2.986733 4.076000 -0.0126 0.0005 0.0028
H 0.934957 -1.309707 4.313985 -0.0073 -0.0123 -0.0092
H 0.996412 -2.026859 2.701427 0.0163 0.0013 -0.0047
H -1.552801 -1.499580 4.363319 0.0032 -0.0062 -0.0254
H -1.571236 -2.321089 2.807832 -0.0022 0.0196 -0.0011
H -0.415701 1.226309 4.545476 -0.0087 0.0068 -0.0161
H -0.782458 2.418778 3.305310 -0.0057 -0.0137 -0.0030
H 1.735476 0.626659 3.281934 -0.0045 0.0254 -0.0113
H 1.691673 2.299567 3.818633 -0.0007 0.0029 0.0022
H 1.369445 1.920190 2.132495 0.0147 -0.0032 -0.0109
H -3.682349 -0.183629 2.083653 0.0180 -0.0001 -0.0015
H -3.258629 1.529988 2.131093 0.0191 -0.0050 -0.0022
H -3.557257 -0.291881 4.608964 0.0066 0.0059 -0.0015
H -4.671180 0.964190 4.104261 0.0029 0.0012 -0.0100
H -3.068421 1.410718 4.666426 -0.0028 -0.0070 0.0041
C 1.557273 0.124440 -4.676605 0.0545 0.0220 -0.0170
C 0.528152 -0.433408 -3.742314 0.0322 -0.0467 0.0556
C 0.897597 -1.127052 -2.602139 0.0011 0.0550 -0.0142
C -0.065238 -1.653352 -1.730350 0.0730 -0.0395 0.0470
C 0.392612 -2.477203 -0.545206 0.0076 0.0052 0.1020
C -1.438242 -1.482419 -2.039477 -0.1040 0.0118 -0.0366
C -1.830519 -0.817230 -3.215538 0.0281 0.0021 -0.0046
C -3.277799 -0.666561 -3.572752 -0.0273 0.0256 -0.0085
C -0.834375 -0.296731 -4.027169 -0.0843 -0.0251 0.0253
C -2.476700 -1.981122 -1.063796 -0.1058 -0.0804 -0.0341
O -3.377641 -2.714642 -1.296054 0.0544 0.0251 -0.0407
O -2.254455 -1.432372 0.168692 0.0283 0.0629 0.0097
H 2.537051 0.179504 -4.203822 0.0028 -0.0007 -0.0112
H 1.274219 1.118931 -5.021278 0.0018 0.0010 -0.0073
H 1.645346 -0.510019 -5.560497 0.0017 -0.0002 -0.0013
H 1.947467 -1.282108 -2.383992 0.0062 -0.0064 -0.0031
H 1.454330 -2.695948 -0.631397 -0.0034 -0.0259 0.0204
H -0.175120 -3.400131 -0.430367 -0.0247 0.0151 0.0183
H 0.308655 -1.995936 0.479640 0.0378 -0.0016 -0.0149
H -3.853913 -0.256818 -2.740867 -0.0103 -0.0052 -0.0006
H -3.715727 -1.635483 -3.812909 -0.0018 -0.0011 0.0032
H -3.393515 -0.007949 -4.430063 -0.0125 -0.0068 -0.0025
H -1.125377 0.230507 -4.928507 -0.0135 0.0042 -0.0038
```
Positions in Å, forces in eV/Å.

Summary:
- ⟨S²⟩ = 3.79
- net charge = +2
- strongest force on any atom (Eh/bohr) = 0.0041
- HOMO level (spin up / spin down) (eV) = -14.98 / -15.06
- 2S+1 = 4
- energy relative to the best compared isomer or geometry (same formula, charge and spin) (eV) = 0.0000
- orbital gap (spin up / spin down) (eV) = 7.1 / 6.3

=====

ORCA calculation (ωB97M-V/def2-TZVPD) on a molecular structure, C23H30ClINNiO2Si2.

XYZ file:
```
61
Properties=species:S:1:pos:R:3:forces:R:3
Ni -0.308004 -0.042068 -0.528422 0.0532 -0.0500 0.0385
Cl 3.749967 5.393089 0.180376 -0.0026 -0.0030 0.0020
C 3.126560 3.781734 -0.093643 0.0116 -0.0093 -0.0100
C 3.996366 2.736609 -0.245291 -0.0161 0.0154 0.0005
C 3.533624 1.434576 -0.468945 -0.0098 -0.0429 -0.0071
I 4.900856 -0.102402 -0.795754 -0.0057 0.0069 0.0078
C 2.169234 1.117422 -0.513090 0.0597 -0.0256 -0.0066
O 1.683869 -0.046347 -0.674454 0.0148 0.0137 0.0079
C 1.275616 2.251961 -0.382533 -0.0382 0.0904 0.0152
N -0.044190 1.945840 -0.492602 -0.0924 -0.0065 0.0172
C -0.931518 2.914785 -0.454293 0.1093 0.0227 0.0086
C -0.567460 4.261569 -0.277333 -0.0375 -0.0366 0.0025
C 0.750765 4.587288 -0.131160 0.0194 0.0464 0.0090
C 1.730543 3.573036 -0.188800 -0.0018 -0.0360 -0.0104
H 5.061062 2.923112 -0.199081 0.0004 -0.0028 0.0017
H -1.967678 2.625952 -0.557534 -0.0286 0.0103 0.0037
H -1.337679 5.020513 -0.247432 -0.0013 -0.0022 -0.0035
H 1.059238 5.613468 0.017859 -0.0031 -0.0025 -0.0007
C -3.372184 0.479019 -1.966232 -0.0163 -0.0297 0.0153
Si -2.496936 -0.253021 -0.429819 0.0484 -0.0160 -0.0450
C -3.381208 0.600490 1.040461 0.0117 -0.0123 -0.0002
C -3.116936 -2.050612 -0.344053 -0.0060 -0.0148 -0.0171
C -4.446802 -2.475603 -0.269870 0.0110 -0.0023 -0.0021
C -4.760483 -3.825462 -0.220340 0.0101 -0.0136 -0.0018
C -3.741070 -4.774384 -0.244925 -0.0142 0.0077 0.0036
C -2.418299 -4.364474 -0.316951 -0.0063 0.0105 0.0025
C -2.089367 -3.006473 -0.366304 -0.0159 0.0007 -0.0003
Si -0.346310 -2.248300 -0.459243 -0.0664 0.0733 -0.0218
C 0.512754 -3.012956 -1.968476 -0.0046 -0.0117 0.0020
C 0.613823 -2.912962 1.033806 0.0041 -0.0053 0.0067
H -4.459485 0.365488 -1.897527 0.0036 -0.0026 0.0040
H -3.034761 -0.043553 -2.864493 -0.0024 0.0056 -0.0049
H -3.154689 1.541274 -2.107563 -0.0034 0.0122 -0.0096
H -4.465355 0.612109 0.884782 -0.0002 0.0009 0.0092
H -3.053351 1.632054 1.198205 -0.0074 0.0053 0.0055
H -3.187462 0.048042 1.963642 0.0099 0.0033 0.0001
H -5.251212 -1.744816 -0.251246 -0.0006 0.0019 0.0008
H -5.795486 -4.144921 -0.163346 0.0001 -0.0009 0.0003
H -3.984964 -5.830592 -0.206521 -0.0003 0.0000 -0.0005
H -1.631625 -5.114024 -0.333682 0.0002 -0.0012 -0.0011
H 0.589232 -4.101896 -1.879448 0.0021 0.0012 -0.0032
H 1.520520 -2.599390 -2.054834 0.0012 -0.0042 -0.0051
H -0.028959 -2.783652 -2.888871 0.0013 0.0001 -0.0027
H 0.531924 -4.003350 1.097839 0.0086 0.0020 0.0119
H 0.247094 -2.478119 1.965837 -0.0061 -0.0059 0.0033
H 1.669695 -2.649968 0.937455 0.0150 0.0070 -0.0014
C -0.258897 2.646982 3.219914 0.0057 -0.0075 0.0084
C -0.242512 1.136449 3.388297 -0.0066 0.0325 -0.0135
O 0.770645 0.492901 2.648410 0.0106 -0.0092 0.0600
C 2.085581 0.858208 3.021713 0.0176 0.0107 -0.0415
C 3.013187 -0.273646 2.643922 -0.0282 -0.0198 -0.0046
H -1.111823 3.072236 3.753624 -0.0019 -0.0045 -0.0055
H -0.346320 2.908582 2.166410 -0.0013 0.0109 -0.0326
H 0.648958 3.107880 3.613435 -0.0081 0.0018 0.0044
H -1.178522 0.709295 3.028302 -0.0016 0.0009 -0.0007
H -0.137978 0.881712 4.454482 0.0045 -0.0055 -0.0029
H 2.126536 1.054123 4.103720 -0.0048 -0.0114 0.0087
H 2.383360 1.782893 2.508523 -0.0020 0.0045 0.0057
H 2.791093 -1.162535 3.236427 0.0052 0.0006 -0.0004
H 4.055661 0.010500 2.799661 0.0010 0.0041 -0.0003
H 2.872963 -0.526265 1.593607 0.0016 -0.0077 -0.0098
```
Positions in Å, forces in eV/Å.

Summary:
- net charge = -1
- strongest force on any atom (Eh/bohr) = 0.0022
- HOMO level (eV) = -4.57
- energy relative to the best compared isomer or geometry (same formula, charge and spin) (eV) = 0.0000
- orbital gap (eV) = 7.0

=====

ORCA calculation (ωB97M-V/def2-TZVPD) on a molecular structure, C23H30CrN5O3S2 in a non-equilibrium geometry.

XYZ file:
```
64
Properties=species:S:1:pos:R:3:forces:R:3
Cr -0.237679 0.354262 -0.338121 -0.9348 -1.3397 1.1449
C -0.755857 2.614795 1.065611 0.2054 0.3082 0.1987
C 0.742516 2.266729 1.411122 -0.2839 0.2489 0.0442
N 1.218548 1.023120 0.740497 0.7368 -0.6337 1.4819
C 2.516472 0.875343 0.028630 0.2460 -0.0854 -0.1321
C 2.341709 -0.092476 -1.149836 -0.0005 -0.0385 0.0379
C 3.324765 -0.624038 -1.963215 0.0497 -0.0175 0.0128
C 2.924966 -1.390312 -3.059479 -0.1689 0.1053 0.0211
C 1.576489 -1.549419 -3.384685 0.0301 -0.0778 -0.0068
C 0.636021 -0.991768 -2.540582 -0.1388 0.1245 0.0678
C -0.876390 -0.864161 -2.792205 0.1712 -0.0861 -0.1003
N -1.593211 -0.460235 -1.545433 -0.5679 0.0713 -0.3776
C -2.693517 0.550771 -1.548950 -0.1849 0.1769 0.0046
C -2.651104 1.608591 -0.357738 -0.3132 0.1046 -0.2262
N -1.569248 1.425071 0.660424 -0.3703 0.7851 -0.3818
N 1.061628 -0.359259 -1.439170 1.3125 -0.4089 -0.9170
H -0.767884 3.308304 0.232455 -0.1221 0.0134 0.0122
H -1.199388 3.116502 1.927278 -0.0011 -0.0544 -0.0014
H 0.828165 2.123336 2.488645 0.1063 0.0241 -0.0548
H 1.361760 3.120163 1.133359 0.0155 -0.0390 0.0311
H 1.247728 0.308040 1.512099 -0.0674 0.3162 -0.3786
H 3.291870 0.499309 0.700352 -0.0393 0.0732 0.0110
H 2.853213 1.843689 -0.349611 -0.0359 -0.0344 0.0010
H 4.375045 -0.460395 -1.763647 -0.0036 -0.0114 0.0484
H 3.675316 -1.843087 -3.694108 0.0189 0.0091 0.0043
H 1.281454 -2.088910 -4.274209 0.0036 -0.0231 0.0112
H -1.268853 -1.793896 -3.205426 -0.0730 0.0379 0.0394
H -1.010953 -0.080242 -3.540631 -0.0002 -0.0314 0.0011
H -1.919514 -1.302704 -1.083575 0.0367 0.0237 0.1024
H -3.659155 0.046524 -1.529522 0.0354 -0.0107 -0.0436
H -2.640637 1.114022 -2.480146 0.0138 -0.0549 -0.0163
H -3.625541 1.612265 0.129696 0.0329 0.0042 0.0183
H -2.514531 2.585230 -0.817027 -0.0209 0.0456 0.1189
H -1.947556 0.984689 1.489353 0.1154 -0.2422 -0.0066
C -4.012683 -5.024105 4.814986 -0.0458 -0.0408 -0.0486
C -2.946681 -4.280635 4.068856 0.0471 0.0444 -0.0243
C -1.779138 -4.921475 3.661213 -0.0511 -0.0032 0.0862
C -0.804354 -4.252084 2.939845 0.1947 0.0457 -0.1448
C -1.006800 -2.918811 2.631491 -0.0986 0.2148 -0.3555
C -2.151826 -2.245324 3.045805 0.0101 -0.1561 0.0385
C -3.118307 -2.929793 3.755023 0.0937 -0.0212 0.0238
S 0.182543 -1.980735 1.737444 0.7685 0.0836 1.1899
O 1.074154 -2.765812 0.938228 -0.1827 -0.2805 -0.1183
O 0.833838 -1.091065 2.703852 -0.4075 0.1575 -0.8770
O -0.713763 -1.134172 0.802275 0.3544 0.7690 -0.5486
H -3.596443 -5.857787 5.376983 -0.0089 0.0101 0.0255
H -4.741557 -5.431596 4.110840 -0.0082 -0.0127 0.0212
H -4.548217 -4.366424 5.497431 0.0077 -0.0197 0.0307
H -1.630059 -5.961040 3.922490 0.0201 -0.0119 -0.0278
H 0.104929 -4.746978 2.624394 -0.0383 -0.0490 -0.0177
H -2.265230 -1.196166 2.815419 -0.1094 0.0459 0.0319
H -4.012102 -2.416348 4.085608 -0.0055 0.0089 -0.0024
S -0.028403 2.295614 -2.049646 -0.6527 -0.1734 0.0356
C 1.459905 3.142250 -2.194711 0.2554 0.0883 -0.0202
N 2.319052 2.743233 -3.166612 -0.0143 0.1836 0.0787
C 3.443018 3.410006 -3.506853 0.1120 -0.0034 -0.0486
C 3.787088 4.549472 -2.838536 -0.0518 0.1224 0.1163
C 2.950107 4.996358 -1.808763 0.0807 -0.0529 -0.1084
C 1.805082 4.298828 -1.486817 -0.0208 -0.0864 -0.0644
H 2.042899 1.927635 -3.700393 0.0144 -0.0235 -0.0218
H 4.025442 3.004440 -4.321554 -0.0494 -0.0499 -0.0098
H 4.669855 5.103253 -3.120003 0.0342 -0.0548 -0.0115
H 3.194916 5.908125 -1.279856 -0.0101 -0.0059 0.0250
H 1.136088 4.661262 -0.720627 -0.0418 -0.0118 -0.0234
```
Positions in Å, forces in eV/Å.

Summary:
- ⟨S²⟩ = 0.77
- net charge = +2
- strongest force on any atom (Eh/bohr) = 0.0388
- HOMO level (spin up / spin down) (eV) = -13.51 / -13.51
- 2S+1 = 2
- energy relative to the best compared isomer or geometry (same formula, charge and spin) (eV) = 0.5824
- orbital gap (spin up / spin down) (eV) = 6.6 / 6.9